Record 1
Computed, not measured: a structure of composition C40H44GaN4S in a non-equilibrium geometry, with the ωB97M-V functional and the def2-TZVPD basis.

Geometry as XYZ:
```
90
Properties=species:S:1:pos:R:3:forces:R:3:mulliken_charge:R:1
Ga 0.82060 0.03897 -0.52153 -0.0517 -0.9798 2.2836 -1.3240
N -1.11257 -2.83746 1.24031 -0.4617 0.4904 1.1537 0.0840
N 3.07427 -1.58030 -1.23317 -0.0238 -0.1162 -0.1628 -0.5028
C 0.83276 2.35832 -0.51459 1.4643 -1.0842 0.6426 0.2646
C 2.23226 1.98541 -0.36841 -0.9951 0.1279 1.1910 0.8720
C 2.40404 1.30556 0.88746 -1.4751 0.6040 -0.7973 0.3970
C 3.67889 0.70688 1.37207 0.2433 0.0943 0.1886 -1.9662
H 4.45056 0.75525 0.59663 -0.1154 -0.0645 0.1317 0.3840
H 3.59663 -0.34159 1.69124 -0.1761 0.1985 -0.1766 0.2676
H 4.02763 1.29134 2.23072 0.1696 -0.1076 0.0416 0.4394
C 1.13246 1.28041 1.55724 -0.3265 1.3378 -1.7250 -0.1565
C 0.85472 0.72589 2.90133 -0.2537 0.1180 0.2903 -0.5905
H 0.83376 1.54966 3.62562 0.0383 -0.0593 0.2049 0.4756
H 1.59815 -0.01136 3.22629 -0.0648 0.1819 -0.1145 0.4486
H -0.12624 0.24446 2.93904 0.3247 0.1352 -0.1584 -0.3103
C 0.15686 1.92990 0.68280 1.8009 -0.2104 0.6877 -0.2120
C -1.25211 2.22196 0.97983 -0.4085 0.1968 0.9375 -0.2177
H -1.69829 1.33541 1.41845 0.3262 0.9476 -0.1539 -0.7242
H -1.86143 2.40098 0.09185 0.1089 0.3067 0.0042 0.3315
H -1.35083 3.01942 1.72134 -0.0640 0.4559 -0.2177 0.2682
C 3.32752 2.27260 -1.31439 0.2772 0.1997 -0.0986 -1.4846
H 4.02755 2.99184 -0.87804 0.0905 0.0590 -0.0326 0.3997
H 2.95188 2.70603 -2.24020 0.0056 -0.0119 0.2663 0.3782
H 3.90561 1.37734 -1.56421 -0.0540 0.0343 0.0576 0.2144
C 0.23724 3.20878 -1.58358 -0.0673 0.1179 -0.1258 -1.1874
H -0.78882 2.89571 -1.80563 0.1267 0.1187 -0.0220 0.3083
H 0.81082 3.15414 -2.51512 -0.0926 0.0084 0.1000 0.3120
H 0.21084 4.25828 -1.25475 -0.0544 -0.1146 -0.1499 0.2518
C -2.00451 -3.76673 1.13119 0.5708 -1.4872 -1.0318 -0.2033
H -2.79946 -3.82467 1.88263 0.1198 -0.0461 -0.1134 0.2918
C -1.85748 -4.69428 0.10640 -0.2686 0.1139 -0.1084 -1.1158
H -2.54503 -5.50509 0.05599 -0.3890 -0.6428 -0.3456 0.4335
C -0.80530 -4.52902 -0.80249 -0.2332 -0.3600 -0.1368 -0.6207
H -0.65419 -5.22930 -1.60743 -0.1079 -0.3500 -0.1356 0.4402
C 0.07451 -3.48148 -0.68001 -0.3590 -0.2178 -0.5529 0.0899
H 0.92253 -3.28575 -1.31920 0.0525 -0.3347 -0.1761 0.5193
C -0.11431 -2.61592 0.37724 0.7975 0.6123 1.3962 -2.0318
C 0.75165 -1.52259 0.66803 0.7400 0.7101 -1.4319 1.3675
H 1.47585 -1.53474 1.46485 -0.4694 0.1055 0.7912 0.7844
C 2.12650 -0.75496 -1.65744 1.1508 -0.1590 -2.3823 1.4658
C 3.73080 -2.06780 -2.33206 -1.3342 1.5832 -0.7653 -1.5505
H 4.50537 -2.77634 -2.24654 0.7650 -0.6115 0.0183 0.5625
C 3.19720 -1.49448 -3.47158 -0.0179 -0.2053 1.3462 -0.2371
H 3.41455 -1.61101 -4.48746 0.2775 -0.1970 -1.2770 0.5475
N 2.19135 -0.65106 -3.04548 0.4530 -0.6747 0.4187 0.7602
C 1.34732 0.13260 -3.88757 0.3191 -0.0700 -0.3591 -0.1854
C 1.90550 1.24235 -4.53615 -0.6188 0.0147 -0.1684 1.4972
C 1.08887 2.00146 -5.38418 -0.1970 -0.2819 0.2054 -1.0737
H 1.50117 2.88456 -5.87295 -0.0644 -0.1382 0.1032 0.2814
C -0.24687 1.65598 -5.59961 0.2184 -0.2113 0.1106 1.2219
C -1.13330 2.50286 -6.46503 -0.2677 0.2604 -0.2032 -1.5808
H -2.03880 2.81242 -5.93014 0.1482 -0.0652 -0.0083 0.3323
H -1.46926 1.97867 -7.36606 0.0903 -0.0579 0.1021 0.3261
H -0.62279 3.41134 -6.79135 0.0142 -0.0555 0.0362 0.3629
C -0.75306 0.50087 -4.99913 0.4027 -0.0948 0.3902 -1.2014
H -1.77993 0.19144 -5.18187 0.0749 0.0983 -0.0072 0.4102
C 0.03020 -0.27993 -4.13912 0.1804 0.4280 -0.3068 1.3183
C -0.48473 -1.55130 -3.54645 -0.2924 -0.4051 0.3479 -1.4535
H -0.37018 -2.40621 -4.22782 0.0757 0.2269 0.0131 0.3925
H -1.54885 -1.47362 -3.31499 0.0006 0.0234 -0.0290 0.3876
H 0.02921 -1.81888 -2.61637 -0.1664 0.1145 -0.3252 -0.0995
C 3.33228 1.61283 -4.32257 0.8468 0.0209 -0.0727 -2.2252
H 3.98483 1.36155 -5.16360 -0.2666 -0.0434 -0.2526 0.3655
H 3.75630 1.08061 -3.47427 -0.1076 0.1159 -0.1774 0.3178
H 3.45663 2.68333 -4.14333 -0.0816 -0.0679 -0.1311 0.4645
N -1.64624 -0.34961 0.72811 -0.2620 0.6067 1.9671 0.2651
S -2.51946 -0.70399 2.02768 -1.9186 -0.7328 -0.1137 -0.2772
C -1.98580 -1.82416 3.48003 0.3569 0.0919 -0.3410 0.2119
C -3.04746 -2.34333 4.24243 0.4845 0.5900 -0.7853 -0.0963
C -2.76901 -3.16980 5.32560 0.3160 -0.2744 0.3948 -0.7676
C -1.44922 -3.49111 5.65865 -0.0261 0.0584 0.0042 -0.5487
C -0.40045 -2.96519 4.89301 -0.2533 -0.0791 0.1732 -1.0460
C -0.66924 -2.13732 3.80712 0.4371 -0.1167 0.1060 0.7645
C -2.84652 0.72010 3.27126 0.3773 0.3828 -0.6839 0.5737
C -3.82517 1.68195 2.95511 0.3647 -0.4578 0.0753 -0.4628
C -4.03172 2.76812 3.80361 -0.1903 0.1402 0.1030 -0.5419
C -3.28276 2.91473 4.97343 0.2704 -0.1289 0.1357 -0.4333
C -2.30820 1.95976 5.28778 -0.4262 0.2569 -0.0948 -0.7925
C -2.08982 0.87896 4.44155 -0.0814 -0.3036 -0.0707 0.1039
H -1.92006 -0.59142 -0.24562 -1.0845 -0.6651 1.2500 -0.0070
H -4.07682 -2.09434 3.97816 0.2496 -0.0599 0.0465 0.4100
H -3.58961 -3.57667 5.91840 0.1775 0.0989 -0.1717 0.3770
H -1.22688 -4.14974 6.51092 -0.1962 0.3210 -0.4364 0.3396
H 0.63780 -3.21777 5.13060 -0.3785 0.0940 -0.0788 0.4154
H 0.17170 -1.78592 3.19495 -0.6421 -0.1158 0.0922 -0.0320
H -4.40925 1.57634 2.03703 0.2290 0.0423 0.2423 0.3508
H -4.79232 3.51940 3.55833 0.2980 -0.3543 0.0413 0.3537
H -3.44112 3.76671 5.64812 0.0061 -0.3722 -0.3940 0.3529
H -1.71733 2.04928 6.20066 -0.1476 0.0176 -0.2530 0.3882
H -1.33435 0.14342 4.73041 -0.3082 0.3246 -0.2357 0.3160
```
Forces are in eV/Å.

Calculated values
Kohn-Sham gap (spin up / spin down) (eV): 3.81 / 3.81
Electronic energy (eV): -111358.5730
Charge: -1
Lowest unoccupied orbital energy (spin up / spin down) (eV): 2.551 / 2.551

Record 2
Computed, not measured: a structure of composition C40H44IrN4S in a non-equilibrium geometry, with the ωB97M-V functional and the def2-TZVPD basis.

Geometry as XYZ:
```
90
Properties=species:S:1:pos:R:3:forces:R:3:mulliken_spin:R:1
Ir -0.44918 -0.70327 -0.22546 -1.9524 -1.4938 0.9942 0.0753
N -3.23475 1.14273 0.42062 -0.3233 0.7617 0.2939 0.0098
N -1.70055 -0.12739 -2.45201 -0.4666 0.0326 -1.6740 0.0512
C 1.00430 -2.33779 0.21097 0.6165 0.2150 0.3595 0.0288
C -0.27288 -2.93684 0.00905 -0.4453 0.1903 -0.7595 -0.0046
C -1.18271 -2.38281 0.95729 0.4242 0.2287 0.9790 -0.0332
C -2.62638 -2.74833 1.11306 -0.0070 -0.0063 0.0605 0.0140
H -2.94838 -3.38114 0.28307 -0.0601 0.0726 0.0750 0.0126
H -3.26108 -1.85670 1.13931 0.0984 -0.1200 0.0053 -0.0066
H -2.78000 -3.30077 2.04715 0.0074 0.0107 -0.0974 -0.0015
C -0.44525 -1.49669 1.80999 -0.4319 -0.5995 0.7143 0.1048
C -1.00550 -0.83074 3.00966 0.1951 0.1657 0.2234 0.0136
H -0.74211 -1.35118 3.93800 -0.0207 -0.0198 -0.0241 0.0055
H -2.09216 -0.76853 2.93926 0.0916 0.0213 0.0241 0.0031
H -0.60476 0.18212 3.06596 -0.2322 -0.2129 0.2014 -0.0302
C 0.90547 -1.44126 1.32154 0.2596 -0.5228 0.1151 -0.0365
C 2.07090 -0.72102 1.90623 0.0105 0.1577 0.1862 0.0923
H 1.79012 0.28454 2.22417 0.1425 -0.0955 0.0308 -0.0332
H 2.87887 -0.63837 1.17447 -0.0985 0.0344 0.0824 0.0085
H 2.45753 -1.26304 2.77840 -0.0246 0.0745 -0.0635 0.0038
C -0.63692 -4.03604 -0.93876 -0.1258 -0.1096 -0.1386 -0.0402
H -1.10544 -4.86229 -0.38502 0.1315 0.0982 -0.1253 0.0007
H 0.25095 -4.42907 -1.44206 -0.2021 0.0733 -0.0144 0.0022
H -1.36166 -3.69584 -1.69150 0.2268 -0.1533 0.0907 0.0113
C 2.28301 -2.61227 -0.51351 0.0867 0.0255 -0.0668 -0.0032
H 2.71293 -1.67037 -0.87331 -0.0030 -0.2734 -0.0390 0.0032
H 2.11554 -3.25665 -1.37737 0.0941 0.0735 0.0389 0.0020
H 3.02170 -3.08832 0.14470 -0.1321 0.0067 -0.0651 0.0015
C -3.94960 2.23782 0.72153 -0.4690 -0.0238 -0.4949 0.0043
H -3.86892 2.61657 1.74326 -0.0229 -0.1309 -0.3464 0.0003
C -4.76684 2.89179 -0.20575 0.1881 -0.0697 0.2752 0.0020
H -5.29844 3.78571 0.11404 0.0827 -0.1331 -0.1924 0.0004
C -4.89113 2.36462 -1.49417 0.2043 -0.4561 0.1461 0.0037
H -5.53280 2.82662 -2.24493 0.0805 -0.0906 0.2404 0.0000
C -4.16529 1.21281 -1.79316 0.0297 0.6766 0.2712 0.0057
H -4.23267 0.70998 -2.75579 0.0159 0.2985 0.1369 -0.0045
C -3.27961 0.70427 -0.82811 -0.7752 -0.0965 -0.0596 0.0330
C -2.39134 -0.40728 -1.21471 0.9839 -0.6591 0.6506 -0.0048
H -2.96135 -1.35401 -1.26618 0.2628 0.1450 0.0442 0.0363
C -0.38325 -0.37912 -2.14665 1.5202 2.0731 -0.5447 0.6814
C -1.94275 -0.51728 -3.77321 -0.2096 0.0980 0.0643 0.0032
H -2.91780 -0.42877 -4.22123 0.0460 -0.0485 -0.1564 0.0089
C -0.76498 -0.88710 -4.30813 -0.3998 -0.3372 0.2256 0.0248
H -0.52020 -1.20933 -5.30054 0.0283 0.0335 -0.2002 0.0054
N 0.20553 -0.83199 -3.29832 1.1231 -0.8892 -1.2339 -0.0826
C 1.57654 -1.20522 -3.52245 -1.0360 0.0591 -0.2228 0.0785
C 1.87220 -2.51369 -3.94463 0.4760 0.1305 0.0790 0.0820
C 3.20956 -2.85563 -4.17808 -0.0406 0.4363 -0.0094 -0.0025
H 3.45586 -3.88229 -4.46777 -0.0766 0.2949 0.0821 0.0000
C 4.22963 -1.91117 -4.05445 -0.3003 -0.1578 -0.0086 0.0289
C 5.65680 -2.28973 -4.29963 0.2662 -0.0662 -0.0071 -0.0016
H 6.24530 -2.24930 -3.37487 -0.0517 -0.0218 -0.1274 0.0037
H 6.12605 -1.60549 -5.01600 -0.0159 -0.1192 0.0763 0.0017
H 5.71668 -3.30611 -4.69754 0.0966 0.0992 0.0237 0.0005
C 3.89592 -0.59242 -3.73496 -0.3929 0.0275 0.1210 0.0466
H 4.68187 0.16835 -3.69526 -0.2536 -0.1969 -0.0173 0.0204
C 2.57233 -0.22021 -3.49467 0.4293 -0.0800 0.0122 -0.1027
C 2.20954 1.21643 -3.29578 0.3059 0.4089 0.1164 -0.0086
H 1.62085 1.61445 -4.13552 0.0193 -0.2342 0.2400 -0.0002
H 3.12940 1.80544 -3.23224 -0.1173 0.0380 0.0014 0.0058
H 1.63498 1.37409 -2.37502 -0.0785 -0.0967 -0.1475 0.0857
C 0.82235 -3.55955 -4.15411 -0.2424 -0.4740 0.0740 -0.0100
H 0.58647 -3.68003 -5.22325 -0.0164 0.0838 0.2275 0.0009
H -0.11052 -3.34530 -3.62404 0.2274 0.0329 -0.1472 0.0045
H 1.19701 -4.53325 -3.80395 -0.1197 0.1950 -0.1057 0.0033
N -0.14256 1.21260 0.33952 0.3641 -0.3519 -1.7471 0.9959
S -0.77249 2.19068 1.61616 0.9967 1.1356 1.5176 0.3466
C 0.76134 2.59224 2.43877 -1.3424 -0.3874 -1.3890 0.1434
C 1.60313 3.54034 1.83277 1.3145 1.2117 0.0669 0.2132
C 2.72113 4.00730 2.52163 -0.8544 -0.0956 -1.0958 -0.1196
C 3.05628 3.47310 3.77469 1.2291 0.5300 0.6805 0.4056
C 2.25403 2.48739 4.35683 -1.3623 -0.7375 -0.1791 -0.0601
C 1.09820 2.06987 3.70312 0.7372 -0.3592 1.5466 0.1179
C -1.76468 2.74833 3.36711 -0.9530 0.2201 -0.1881 0.5120
C -1.39100 3.89048 4.05420 0.0829 0.2161 0.7746 -0.0430
C -1.89234 4.09170 5.35436 -0.0218 -0.2777 -0.5840 0.0214
C -2.79809 3.16600 5.88891 -0.0291 -0.0399 0.0988 -0.0026
C -3.24836 2.07990 5.13462 0.3178 0.2829 -0.4567 0.0047
C -2.74637 1.89984 3.83154 -0.2176 -0.1588 0.8572 -0.0096
H 0.48722 1.82419 -0.19935 0.0356 -0.3068 0.1555 -0.0337
H 1.33589 3.92724 0.84821 0.1644 0.0774 0.1967 0.0493
H 3.33774 4.79589 2.09014 -0.0930 -0.1989 -0.0325 0.0026
H 3.93463 3.83712 4.31157 -0.1915 -0.0737 -0.1989 0.0610
H 2.51396 2.05106 5.32956 -0.1560 0.1960 -0.3749 -0.0020
H 0.43317 1.36139 4.19543 0.2329 0.1144 -0.0425 0.1315
H -0.68222 4.59732 3.61822 -0.0416 -0.2989 0.1606 0.0201
H -1.56181 4.95009 5.94885 -0.1582 -0.2925 -0.2601 0.0039
H -3.15821 3.29731 6.90798 0.0470 -0.0147 -0.1559 0.0014
H -3.97017 1.37294 5.54338 0.0906 0.2015 -0.0470 0.0024
H -3.11743 1.09836 3.19415 0.1809 0.0226 0.2029 0.0283
```
Forces are in eV/Å.

Calculated values
2S+1: 5
Kohn-Sham gap (spin up / spin down) (eV): 2.64 / 6.66
Electronic energy (eV): -61821.9303
Charge: -1
Lowest unoccupied orbital energy (spin up / spin down) (eV): 2.383 / 2.162